P | C5H13N3O | ωB97M-V/def2-TZVPD

Element x y z (Å)
C -0.969 -1.207 -1.234
C -0.813 -1.007 0.248
N -2.152 0.812 0.313
N -0.074 -1.977 0.922
N -1.507 -0.165 0.971
H -2.516 1.439 1.031
H -1.070 1.518 -0.206
H -0.152 -2.913 0.550
H -0.195 -1.940 1.924
H -0.100 -1.707 -1.661
H -1.861 -1.813 -1.429
H -1.117 -0.262 -1.747
C 2.052 0.054 -0.430
C 1.051 0.893 0.278
C 0.254 1.887 -0.319
O 1.190 0.819 1.626
H 0.390 1.154 2.054
H 3.058 0.388 -0.155
H 1.943 0.131 -1.509
H 1.958 -0.986 -0.108
H 0.456 2.069 -1.368
H 0.172 2.813 0.247

- Frontier orbital gap: 7.93 eV
- LUMO: 0.80 eV

---

Q | C5H13N3O | ωB97M-V/def2-TZVPD

Element x y z (Å)
C 2.142 -0.479 -0.823
N -1.875 0.709 -0.358
C 2.229 0.416 0.372
O -0.879 1.391 -1.061
N 1.246 1.162 0.646
H -0.034 1.377 -0.541
H -1.647 0.723 0.633
H 1.353 1.745 1.475
H 3.035 -0.369 -1.436
H 2.088 -1.519 -0.501
H 1.264 -0.249 -1.420
C -4.223 -0.823 -0.034
C 3.500 0.335 1.164
C -3.008 -1.461 -0.625
N -1.959 -0.739 -0.757
H -1.132 -1.084 -1.242
H -5.117 -1.360 -0.348
H -4.152 -0.906 1.052
H 3.557 -0.639 1.652
H 3.543 1.109 1.929
H 4.366 0.426 0.509
H -4.300 0.235 -0.286

- Frontier orbital gap: 7.88 eV
- LUMO: 0.56 eV

---

P has the most favorable energy; the next structure is 38.4 kcal/mol above.

---

P | C5H13N3O | ωB97M-V/def2-TZVPD

Element x y z (Å)
C -0.784 -0.005 -0.286
C 1.834 1.097 -0.172
C -0.464 -0.857 -1.494
C -1.197 1.412 -0.616
C -1.659 -0.640 0.688
N 0.876 0.294 0.570
N 1.599 -0.631 1.304
N 1.304 -1.512 2.192
O 0.124 -1.962 2.237
H 2.613 -0.533 1.239
H 1.342 1.941 -0.651
H 2.359 0.525 -0.954
H 2.590 1.536 0.488
H 0.298 -0.391 -2.118
H -1.365 -0.987 -2.100
H -0.127 -1.846 -1.185
H -0.565 1.862 -1.378
H -1.164 2.026 0.282
H -2.218 1.408 -1.002
H -1.954 -0.015 1.526
H -0.991 -1.472 1.172
H -2.452 -1.248 0.259

- Frontier orbital gap: 8.77 eV
- LUMO: 0.73 eV

---

Q | C5H13N3O | ωB97M-V/def2-TZVPD

Element x y z (Å)
C -0.046 -0.735 -0.638
C 1.088 1.476 1.202
C -0.953 -1.697 -1.396
C 1.326 -1.285 -0.342
N -0.302 1.042 1.138
C -0.818 -0.081 0.513
N -1.072 1.599 2.194
N 0.376 0.409 -1.702
O -1.907 -0.522 0.854
H -1.267 0.858 2.865
H -1.977 1.851 1.807
H 0.259 1.371 -1.385
H -0.051 0.304 -2.623
H 1.681 1.035 0.406
H 1.122 2.565 1.142
H 1.536 1.170 2.151
H -0.402 -2.128 -2.235
H -1.862 -1.214 -1.760
H -1.251 -2.502 -0.730
H 1.421 -0.063 -1.536
H 1.691 -1.111 0.668
H 1.412 -2.341 -0.591

- Frontier orbital gap: 7.82 eV
- LUMO: 0.63 eV

---

Q has the most favorable energy; the next structure is 39.7 kcal/mol above.

---

P | C3H4INO | ωB97M-V/def2-TZVPD

Element x y z (Å)
C 0.768 -1.275 0.258
C 0.247 1.036 0.223
C -0.644 0.205 -0.637
N -0.081 -1.068 -0.631
O 1.096 -0.382 1.137
I -2.717 0.173 0.187
H 1.138 -2.301 0.145
H 1.109 1.551 -0.120
H -0.139 1.406 1.120
H -0.777 0.655 -1.683

- Frontier orbital gap: 9.32 eV
- LUMO: -0.15 eV

---

Q | C3H4INO | ωB97M-V/def2-TZVPD

Element x y z (Å)
C -0.735 -1.031 -0.100
C -1.643 -0.198 0.480
O -1.066 1.115 0.372
C -0.042 0.928 -0.498
N 0.152 -0.313 -0.783
H -0.833 -2.043 -0.275
H -2.417 -0.284 1.233
H 0.368 1.797 -0.761
I 3.918 0.194 0.133
H 2.298 -0.165 0.199

- Frontier orbital gap: 10.49 eV
- Structure (SMILES): c1cocn1.I
- LUMO: 0.74 eV

---

Q has the most favorable energy; the next structure is 21.9 kcal/mol above.

---

P | C48H51AsBr4N4O4SiTi | ωB97M-V/def2-TZVPD

Element x y z (Å)
Ti -2.253 0.162 -0.160
N -2.589 3.755 -0.783
C -3.194 3.366 -2.044
C -2.897 1.945 -2.502
O -3.333 1.567 -3.570
O -2.146 1.207 -1.721
H -2.583 4.765 -0.705
H -1.620 3.453 -0.761
H -2.886 3.986 -2.899
H -4.284 3.429 -1.972
Br -5.795 3.175 4.962
C -4.360 2.480 3.941
C -3.117 2.266 4.513
Br -2.824 2.662 6.342
C -2.064 1.761 3.737
Br -0.357 1.397 4.470
C -2.224 1.483 2.384
O -1.348 0.984 1.572
C -3.514 1.688 1.813
O -3.617 1.321 0.558
C -4.553 2.170 2.586
Br -6.227 2.408 1.733
C 2.118 -3.803 -2.542
C 2.142 -2.476 -2.145
C 0.964 -1.812 -1.826
C -0.244 -2.478 -1.924
C -0.277 -3.817 -2.315
C 0.901 -4.474 -2.617
N -1.466 -1.765 -1.612
N -2.420 -2.231 -2.275
C -3.690 -1.681 -2.070
C -4.682 -2.236 -2.882
C -5.982 -1.793 -2.770
C -6.264 -0.792 -1.843
C -5.264 -0.249 -1.049
C -3.938 -0.677 -1.129
H 3.041 -4.320 -2.777
H 3.084 -1.950 -2.057
H 0.964 -0.785 -1.460
H -1.226 -4.330 -2.377
H 0.871 -5.517 -2.908
H -4.398 -3.010 -3.586
H -6.766 -2.210 -3.391
H -7.279 -0.425 -1.743
H -5.514 0.538 -0.351
C 6.663 4.392 -1.318
C 5.533 3.586 -0.733
C 5.135 2.386 -1.296
C 4.083 1.637 -0.774
C 3.777 0.330 -1.458
C 3.390 2.096 0.353
As 1.812 1.142 1.151
N 0.819 0.854 -0.395
C 0.760 1.942 -1.221
C 0.849 3.295 -0.805
C 0.857 4.350 -1.703
C 0.720 4.129 -3.066
C 0.567 2.812 -3.501
C 0.586 1.755 -2.615
C 2.713 -0.641 1.376
C 4.070 -0.804 1.689
C 4.993 0.332 2.066
C 4.619 -2.088 1.731
C 3.856 -3.225 1.529
C 4.470 -4.600 1.535
C 2.488 -3.057 1.373
C 1.911 -1.795 1.331
C 0.415 -1.686 1.351
C 3.791 3.310 0.932
C 3.129 3.909 2.153
C 4.848 4.031 0.387
H 7.006 3.958 -2.257
H 7.515 4.435 -0.635
H 6.349 5.419 -1.516
H 5.646 2.017 -2.181
H 3.781 0.466 -2.542
H 2.804 -0.049 -1.167
H 4.535 -0.417 -1.200
H 0.897 3.506 0.259
H 0.946 5.363 -1.324
H 0.721 4.953 -3.769
H 0.424 2.608 -4.557
H 0.443 0.747 -2.988
H 4.454 1.144 2.550
H 5.513 0.757 1.205
H 5.744 -0.040 2.767
H 5.680 -2.191 1.944
H 5.558 -4.544 1.600
H 4.213 -5.145 0.624
H 4.111 -5.193 2.380
H 1.846 -3.928 1.283
H 0.091 -1.383 2.351
H -0.058 -2.638 1.108
H 0.059 -0.927 0.658
H 2.207 3.401 2.428
H 2.900 4.963 1.978
H 3.804 3.861 3.013
H 5.128 4.977 0.844
C -5.132 -3.335 0.684
Si -3.410 -3.128 1.423
C -3.600 -3.636 3.240
C -2.287 -4.442 0.667
C -2.745 -1.411 1.339
H -5.630 -4.213 1.105
H -5.109 -3.443 -0.401
H -5.742 -2.458 0.905
H -3.944 -4.670 3.333
H -4.326 -2.992 3.742
H -2.654 -3.542 3.778
H -2.759 -5.427 0.722
H -1.336 -4.498 1.203
H -2.065 -4.233 -0.377
H -1.834 -1.393 1.949
H -3.485 -0.830 1.911

- Frontier orbital gap: 5.55 eV
- LUMO: 3.82 eV
- Net charge: -2

---

Q | C48H51AsBr4N4O4SiTi | ωB97M-V/def2-TZVPD

Element x y z (Å)
Ti 0.420 -0.976 0.810
N -0.385 -3.446 -2.216
C -1.170 -4.164 -1.215
C -1.512 -3.350 0.025
O -2.262 -3.831 0.868
O -1.023 -2.163 0.052
H -0.361 -2.454 -1.996
H -0.774 -3.556 -3.142
H -0.630 -5.046 -0.855
H -2.134 -4.518 -1.598
Br 4.916 -6.232 -0.409
C 3.841 -4.679 -0.568
C 3.977 -3.840 -1.664
Br 5.227 -4.220 -3.038
C 3.175 -2.693 -1.751
Br 3.282 -1.487 -3.203
C 2.270 -2.384 -0.759
O 1.514 -1.291 -0.749
C 2.120 -3.236 0.364
O 1.263 -2.861 1.254
C 2.911 -4.381 0.435
Br 2.646 -5.482 1.950
C 5.507 -1.976 2.210
C 4.644 -2.125 3.294
C 3.394 -1.534 3.283
C 2.970 -0.798 2.178
C 3.845 -0.621 1.114
C 5.103 -1.214 1.125
N 1.644 -0.289 2.120
N 1.347 0.404 3.294
C 0.043 0.560 3.491
C -0.376 1.670 4.301
C -1.681 2.054 4.341
C -2.681 1.342 3.627
C -2.328 0.168 3.008
C -0.998 -0.308 2.989
H 6.473 -2.466 2.207
H 4.940 -2.726 4.146
H 2.713 -1.645 4.117
H 3.522 -0.044 0.254
H 5.754 -1.091 0.267
H 0.396 2.236 4.809
H -1.956 2.939 4.908
H -3.706 1.691 3.613
H -3.096 -0.461 2.567
C -0.614 7.190 -2.864
C -0.424 5.711 -2.652
C -1.499 4.876 -2.389
C -1.339 3.516 -2.146
C -2.576 2.717 -1.852
C -0.059 2.944 -2.173
As 0.368 1.005 -1.862
N -0.237 0.722 -0.079
C 0.006 1.950 0.627
C 1.302 2.445 0.801
C 1.524 3.677 1.391
C 0.453 4.448 1.833
C -0.835 3.957 1.685
C -1.054 2.724 1.089
C -0.972 0.310 -3.189
C -0.503 0.477 -4.508
C 0.810 1.155 -4.826
C -1.256 0.025 -5.585
C -2.474 -0.615 -5.409
C -3.269 -1.127 -6.582
C -2.925 -0.776 -4.113
C -2.207 -0.331 -3.001
C -2.882 -0.538 -1.669
C 1.038 3.786 -2.434
C 2.479 3.321 -2.461
C 0.837 5.145 -2.673
H -1.663 7.431 -3.037
H -0.038 7.544 -3.721
H -0.283 7.757 -1.991
H -2.500 5.297 -2.348
H -3.350 3.365 -1.437
H -2.374 1.926 -1.137
H -2.966 2.253 -2.761
H 2.140 1.836 0.483
H 2.541 4.028 1.523
H 0.625 5.409 2.304
H -1.682 4.530 2.043
H -2.060 2.336 0.993
H 1.635 0.708 -4.270
H 0.786 2.218 -4.575
H 1.026 1.064 -5.891
H -0.870 0.172 -6.589
H -2.882 -0.730 -7.522
H -4.319 -0.842 -6.501
H -3.231 -2.217 -6.642
H -3.880 -1.265 -3.937
H -3.844 -0.015 -1.667
H -2.294 -0.192 -0.824
H -3.088 -1.596 -1.514
H 2.587 2.246 -2.347
H 3.037 3.795 -1.650
H 2.951 3.612 -3.403
H 1.703 5.773 -2.863
C -0.774 -4.356 4.672
Si -1.478 -2.625 4.561
C -3.333 -2.793 4.398
C -1.063 -1.647 6.098
C -0.743 -1.813 3.050
H -1.171 -4.889 5.541
H 0.315 -4.345 4.737
H -1.045 -4.912 3.771
H -3.715 -3.498 5.143
H -3.566 -3.180 3.403
H -3.848 -1.841 4.530
H -1.712 -1.919 6.935
H -1.183 -0.579 5.901
H -0.026 -1.816 6.397
H -1.162 -2.390 2.223
H 0.326 -2.030 3.107

- Frontier orbital gap: 4.89 eV
- LUMO: 3.89 eV
- Net charge: -2

---

Q has the most favorable energy; the next structure is 47.7 kcal/mol above.

---

P | C5H7OP | ωB97M-V/def2-TZVPD

Element x y z (Å)
C 1.558 -0.207 0.151
C 1.070 1.010 -0.096
P -0.522 1.797 0.404
C -1.892 0.739 -0.296
C -1.395 -0.536 -0.091
O -0.483 -0.906 0.898
C 0.863 -1.482 0.543
H 2.524 -0.470 -0.063
H 1.699 1.761 -0.531
H -0.519 2.697 -0.519
H -2.853 1.110 -0.699
H -1.697 -1.337 -0.771
H 1.005 -2.023 1.353
H 0.642 -2.152 -0.283

- Frontier orbital gap: 8.71 eV
- Structure (SMILES): C1=CPC=COC1
- LUMO: 0.96 eV

---

Q | C5H7OP | ωB97M-V/def2-TZVPD

Element x y z (Å)
C 1.084 2.162 -0.061
C 0.918 0.875 -0.017
C 0.517 -0.279 -0.432
C -0.143 -1.173 -1.391
C 0.556 -1.705 -0.175
H 2.050 2.751 -0.473
H 0.448 2.855 0.598
H 0.397 -1.417 -2.463
H -1.250 -1.008 -1.352
H -0.013 -2.119 0.750
H 1.455 -2.356 -0.386
O -1.961 -0.024 0.695
P -1.446 0.368 2.006
H -2.611 1.071 2.702

- Frontier orbital gap: 8.09 eV
- Structure (SMILES): C=C=C1CC1.O=P
- LUMO: -1.03 eV

---

P has the most favorable energy; the next structure is 24.6 kcal/mol above.

---

P | C3H11N2OS | ωB97M-V/def2-TZVPD

Element x y z (Å)
N 0.832 -1.281 0.038
C 0.252 0.030 -0.229
C 0.564 0.549 -1.698
S -0.294 -0.446 -3.026
C 0.808 1.069 0.854
N 0.043 0.903 2.089
H 0.558 -1.898 -0.810
H 1.835 -1.276 -0.097
H -0.811 0.038 -0.147
H 0.179 1.487 -1.912
H 1.658 0.454 -2.091
H 1.842 0.942 1.219
H 0.687 2.072 0.526
H 0.388 0.218 2.728
H -0.924 0.676 1.945
H -3.004 -0.822 -0.385
H -1.892 -1.596 0.547
O -2.720 -1.117 0.449

- Frontier orbital gap: 6.60 eV
- LUMO: 4.02 eV
- Net charge: -1

---

Q | C3H11N2OS | ωB97M-V/def2-TZVPD

Element x y z (Å)
N -1.585 0.157 -1.542
C -0.214 0.079 -0.465
C 0.828 -0.767 -1.203
S 2.306 -1.218 -0.201
C -0.855 -0.648 0.712
N -1.889 0.105 1.368
H -1.035 -0.013 -2.399
H -1.083 0.945 -1.061
H 0.359 0.834 0.101
H 0.338 -1.710 -1.497
H 1.178 -0.154 -2.043
H -1.319 -1.570 0.338
H -0.055 -0.989 1.368
H -2.638 0.253 0.714
H -1.583 0.970 1.785
H 2.298 1.293 2.107
H 2.360 0.824 0.676
O 2.588 1.608 1.241

- Frontier orbital gap: 7.09 eV
- LUMO: 3.95 eV
- Net charge: -1

---

P has the most favorable energy; the next structure is 42.0 kcal/mol above.

---

P | C3H4NO3 | ωB97M-V/def2-TZVPD

Element x y z (Å)
O -0.697 0.000 -3.067
C -0.227 0.721 -1.997
C -0.231 -0.167 -0.717
N 0.352 0.578 0.445
C 0.367 -0.153 1.596
O 0.047 -1.374 1.455
O 0.476 0.437 2.742
H 0.868 0.984 -2.086
H 0.486 -0.974 -0.980
H -0.697 1.704 -1.874
H -1.183 -0.668 -0.509

- Frontier orbital gap: 4.16 eV
- LUMO: -0.01 eV
- Net charge: -1

---

Q | C3H4NO3 | ωB97M-V/def2-TZVPD

Element x y z (Å)
O 2.531 0.577 0.008
C 1.462 1.197 -0.043
N 0.254 0.672 0.030
C -0.031 -0.752 0.068
C -1.574 -0.888 0.006
O -2.015 -1.971 0.448
O -2.159 0.082 -0.526
H 1.489 2.301 -0.150
H -0.605 1.209 -0.119
H 0.440 -1.248 -0.764
H 0.208 -1.179 1.042

- Frontier orbital gap: 8.56 eV
- Structure (SMILES): O=CNCC(=O)[O-]
- LUMO: 3.90 eV
- Net charge: -1

---

Q has the most favorable energy; the next structure is 154.5 kcal/mol above.

---

P | C4H8NOS | ωB97M-V/def2-TZVPD

Element x y z (Å)
C 0.898 1.510 0.296
C -0.083 1.118 1.309
C 0.011 -0.188 -0.716
C 0.713 -1.525 -0.621
N -0.883 0.156 0.641
O 1.721 2.276 0.020
S -0.941 0.370 -2.038
H 0.413 0.631 2.205
H -0.560 2.002 1.594
H 0.581 -1.791 0.355
H 1.766 -1.391 -0.677
H 0.278 -2.281 -1.299
H -0.916 -0.755 1.127
H -1.731 0.650 0.300
H -1.267 -0.781 -2.496

- Frontier orbital gap: 9.20 eV
- LUMO: -4.01 eV
- Net charge: +1

---

Q | C4H8NOS | ωB97M-V/def2-TZVPD

Element x y z (Å)
C -1.509 -1.046 -0.902
C -1.573 -1.570 0.352
C 0.711 -0.168 0.050
C 0.821 1.048 0.883
N -0.239 -0.159 -1.038
O -0.753 -1.299 1.278
S 2.000 -1.215 -0.200
H -2.280 -0.722 -1.587
H -2.422 -2.264 0.387
H 1.352 1.856 0.430
H 1.214 0.746 1.785
H -0.187 1.629 1.141
H 0.371 -0.440 -1.881
H -0.600 0.776 -1.411
H 2.666 -1.095 1.034

- Frontier orbital gap: 7.28 eV
- LUMO: -5.62 eV
- Net charge: +1

---

R | C4H8NOS | ωB97M-V/def2-TZVPD

Element x y z (Å)
C -2.491 -0.686 -0.178
C -3.743 -0.616 -0.440
C 1.880 -0.018 0.263
C 0.869 0.899 -0.298
N 2.925 0.442 0.837
O -1.341 -0.875 -0.097
S 1.643 -1.666 0.110
H -4.429 -1.148 0.175
H -4.189 0.264 -0.841
H 0.452 0.618 -1.335
H 1.217 1.990 -0.263
H -0.003 0.820 0.370
H 2.911 1.415 1.093
H 3.633 -0.062 1.355
H 0.666 -1.377 -0.751

- Frontier orbital gap: 8.55 eV
- LUMO: -4.27 eV
- Net charge: +1

---

R has the most favorable energy; the next structure is 47.5 kcal/mol above.